# 1
This record from the OMol25 dataset describes 9 unconnected molecules or ions with the total composition C23H50Cl4O7S2 at a distorted geometry. The level of theory is wB97M-V/def2-TZVPD.

- E_HOMO (eV) = -9.021
- LUMO level (eV) = 0.33
- E_tot (Ha) = -4070.051685
- multiplicity = 1
- M (g/mol) = 644.59
- Kohn-Sham gap (eV) = 9.4

```
86
C23H50Cl4O7S2, DFT wB97M-V/def2-TZVPD
C 8.996 6.595 9.866
S 8.716 5.626 11.267
O 8.703 6.525 12.469
C 6.905 5.336 10.915
H 8.894 5.962 8.957
H 10.033 6.935 9.863
H 8.316 7.419 9.703
H 6.536 4.604 11.664
H 6.663 4.935 9.951
H 6.389 6.306 11.050
C 11.531 9.076 13.170
S 10.498 9.773 14.484
O 9.768 10.861 13.772
C 9.472 8.366 14.812
H 12.073 9.967 12.685
H 10.842 8.538 12.411
H 12.292 8.390 13.544
H 8.881 8.646 15.743
H 10.103 7.488 15.130
H 8.918 7.902 13.992
C 14.173 18.491 10.305
C 14.510 17.238 11.033
O 13.632 16.628 11.575
C 15.894 16.626 10.982
H 13.143 18.670 10.498
H 14.389 18.484 9.184
H 14.634 19.400 10.706
H 16.629 17.188 10.364
H 15.856 15.656 10.578
H 16.219 16.464 12.008
C 13.233 12.445 17.737
C 13.645 11.898 16.426
O 13.973 12.711 15.579
C 13.801 10.373 16.239
H 13.346 13.461 17.617
H 13.836 11.998 18.510
H 12.196 12.186 17.986
H 12.897 9.886 16.441
H 14.532 10.018 17.019
H 14.340 10.198 15.253
C 6.648 11.239 15.682
C 5.827 11.977 14.708
O 5.903 13.177 14.561
C 4.875 11.113 13.947
H 7.372 10.570 15.213
H 6.058 10.562 16.323
H 7.232 11.894 16.318
H 4.336 11.665 13.133
H 4.125 10.561 14.564
H 5.581 10.286 13.506
C 10.699 14.654 9.182
C 10.612 16.044 8.724
O 10.869 16.412 7.589
C 10.254 16.990 9.853
H 11.212 14.555 10.152
H 11.180 13.958 8.474
H 9.709 14.278 9.348
H 11.182 17.272 10.358
H 9.633 16.484 10.538
H 9.686 17.806 9.443
C 9.213 10.573 10.463
C 9.793 9.809 9.330
O 9.136 9.384 8.399
C 11.291 9.550 9.349
H 8.576 11.376 10.174
H 9.758 10.902 11.384
H 8.469 9.762 10.751
H 11.695 9.296 10.334
H 11.889 10.326 9.029
H 11.418 8.762 8.641
Cl 10.833 15.946 14.830
C 10.176 14.259 14.982
C 8.906 14.069 14.182
Cl 9.261 14.028 12.446
H 9.925 14.134 16.029
H 10.960 13.644 14.680
H 8.210 14.823 14.360
H 8.501 13.098 14.465
Cl 15.367 11.031 12.338
C 14.982 12.757 12.412
C 13.652 13.136 11.870
Cl 12.303 12.401 12.835
H 15.795 13.284 11.886
H 15.108 13.106 13.455
H 13.532 12.774 10.838
H 13.503 14.190 11.994
```

Löwdin population analysis, charges in e, atoms 1 to 8: -0.32 0.85 -0.57 -0.23 0.08 0.05 0.05 0.05



# 2
This record from the OMol25 dataset describes 2 unconnected molecules or ions with the total composition CH2F3NS2 at a distorted geometry. The level of theory is wB97M-V/def2-TZVPD.

- E_HOMO (alpha / beta) (eV) = -9.167 / -8.329
- LUMO level (alpha / beta) (eV) = -1.11 / -0.73
- E_tot (Ha) = -1189.886847
- multiplicity = 1
- M (g/mol) = 149.16
- Kohn-Sham gap (alpha / beta) (eV) = 8.1 / 7.6

```
9
CH2F3NS2, DFT wB97M-V/def2-TZVPD
C -1.614 -0.736 0.841
N 1.491 0.209 -1.233
F -1.939 0.447 0.264
F -1.808 -0.744 2.224
F -2.302 -1.770 0.392
S 1.562 1.866 -0.965
S 1.580 -0.801 0.067
H 1.366 -0.305 -2.053
H 1.664 1.833 0.463
```

Löwdin population analysis, charges in e, atoms 1 to 8: -0.36 -0.97 0.09 0.05 0.12 0.63 0.52 -0.01